(1)
Formula: C3H5NO2S
Source: OMol25
Level of theory: ωB97M-V/def2-TZVPD

SMILES: C[C@@H]1S[C@H]1[N+](=O)[O-]
2S+1: 1
Total charge: 0
HOMO-LUMO gap: 0.3148 Ha
Energy relative to the best compared isomer or geometry (same formula, charge and spin): 4.912 eV

Each line ends with the Löwdin charge.
Element x y z (Å)
C 1.5742 -0.9438 0.2118  -0.116
C 0.6346 0.1150 -0.2336  -0.677
S 0.5858 1.7702 0.6014  0.771
C -0.7677 0.2307 0.2826  -0.230
N -2.0451 0.6167 -0.3420  -0.430
O -2.9508 0.6283 0.4672  0.063
O -2.2135 0.7572 -1.5165  0.102
H 1.5816 -1.0451 1.2327  0.042
H 2.6358 -0.7200 -0.2373  0.124
H 1.2341 -1.8131 -0.4407  0.110
H 0.8204 0.3551 -1.3330  0.126
H -1.0894 0.0487 1.3075  0.114

---

(2)
Formula: C3H5NO2S
Source: OMol25
Level of theory: ωB97M-V/def2-TZVPD

SMILES: ON1CCOC1=S
2S+1: 1
Total charge: 0
HOMO-LUMO gap: 0.3513 Ha
Energy relative to the best compared isomer or geometry (same formula, charge and spin): 2.321 eV

Each line ends with the Löwdin charge.
Element x y z (Å)
O 1.7998 -0.6828 0.1420  0.006
N 0.8316 0.2916 -0.0072  -0.161
C 0.9035 1.3949 0.9268  -0.059
C -0.6118 1.6378 1.0754  -0.103
O -1.2434 0.6794 0.2284  -0.043
C -0.3600 -0.1855 -0.2613  -0.854
S -0.7690 -1.5782 -1.1200  0.673
H 1.4164 -1.3886 -0.4034  0.024
H 1.4677 2.2358 0.5075  0.129
H 1.4553 1.0528 1.7993  0.128
H -0.8684 2.5940 0.5792  0.133
H -1.0297 1.6603 2.0795  0.127

---

(3)
Formula: C3H5NO2S
Source: OMol25
Level of theory: ωB97M-V/def2-TZVPD

2S+1: 1
Total charge: 0
HOMO-LUMO gap (spin up / spin down): 0.3348 / 0.2763 Ha
Energy relative to the best compared isomer or geometry (same formula, charge and spin): 5.641 eV

Each line ends with the Löwdin charge.
Element x y z (Å)
C 0.5595 -0.5760 -0.1037  -0.175
C -0.2872 0.6125 -0.3555  -0.183
C -0.7229 -0.3940 0.6145  -0.510
N -4.1136 1.2127 0.8256  0.105
O -3.8404 0.9416 -0.2587  -0.076
O -2.7617 -0.8073 -0.8805  -0.610
S -2.0781 -1.5821 0.1847  0.939
H 0.6169 -1.2675 -0.8262  0.052
H 1.4942 -0.5183 0.5495  0.136
H 0.2721 1.5671 -0.1960  0.120
H -0.8545 0.7238 -1.3401  0.125
H -0.8036 -0.0856 1.6066  0.075

---

- Look up the energy relative to the best compared isomer or geometry (same formula, charge and spin) of the third one.
  5.641 eV

---

- What is the total charge in the second record?
  0